CH3NOS2 | wB97M-V/def2-TZVPD

Computed properties:
Relative energy (zero: lowest compared OMol25 entry of this formula, charge and spin) in kJ/mol: 468.10
Largest force on an atom in eV Å⁻¹: 6.1
Multiplicity: 1

Positions of all 8 atoms, in Å:
C (-1.311, -0.410, 0.451)
N (-0.294, -0.746, -0.234)
O (0.547, 2.014, 0.272)
S (2.639, -0.923, 0.188)
S (1.106, 0.232, -0.258)
H (-2.160, -1.062, 0.121)
H (-1.523, 0.554, 1.040)
H (0.996, 0.343, -1.580)

CH3NOS3 | wB97M-V/def2-TZVPD

Computed properties:
Relative energy (zero: lowest compared OMol25 entry of this formula, charge and spin) in kJ/mol: 452.13
Largest force on an atom in eV Å⁻¹: 2.5
Multiplicity: 1

Positions of all 9 atoms, in Å:
C (0.823, -0.563, 0.266)
N (1.801, 0.195, -0.443)
O (1.804, 0.153, -1.705)
S (3.111, 0.829, 0.371)
S (-0.152, -1.590, -0.656)
S (-0.619, 2.002, -0.036)
H (0.957, -0.605, 1.307)
H (0.803, -1.145, -1.669)
H (-1.601, 1.828, 0.904)

CH3NOS4 | wB97M-V/def2-TZVPD

Computed properties:
Relative energy (zero: lowest compared OMol25 entry of this formula, charge and spin) in kJ/mol: 149.57
Largest force on an atom in eV Å⁻¹: 2.2
Multiplicity: 1

Positions of all 10 atoms, in Å:
C (2.461, -0.096, 0.137)
N (-0.932, -0.856, -0.769)
O (2.549, 0.476, -0.864)
S (-1.290, 0.617, -1.126)
S (-1.729, -2.043, 0.075)
S (-0.884, 2.195, 0.629)
S (2.477, -0.794, 1.506)
H (-2.486, 1.016, -0.553)
H (-0.630, -2.589, 0.603)
H (0.464, 2.074, 0.362)